45
Properties=species:S:1:pos:R:3:forces:R:3 method="wB97M-V/def2-TZVPD" fmax_ev_per_a=5.960 energy_ha=-2399.11590 e_homo_ev="-8.10 / -8.11"
C -0.872 0.946 -2.543 0.511 -0.407 0.248
C -1.062 -0.476 -2.694 -0.414 -0.223 -1.230
C 0.237 -1.107 -2.558 0.264 0.507 -0.481
C -2.326 -1.190 -2.894 0.540 1.046 -0.560
C 1.204 -0.071 -2.275 -0.413 0.044 -0.572
C 0.521 1.197 -2.332 -0.015 -0.629 -0.014
C 1.157 2.535 -2.201 -0.128 0.071 0.386
C -1.923 1.993 -2.573 -0.348 0.244 0.074
C 0.547 -2.545 -2.818 -0.384 -0.208 0.092
C 2.664 -0.272 -1.979 -0.206 0.049 0.165
Mo -0.326 -0.132 -0.583 0.458 1.558 5.735
Cl -2.128 -3.154 -1.027 0.342 -1.778 2.265
Cl -2.523 0.155 0.257 1.511 -0.152 -0.998
Cl 0.807 -1.891 0.455 -0.762 1.400 -1.107
H -3.188 -0.564 -2.742 -0.307 0.391 -0.400
H -2.419 -2.037 -2.059 -0.030 0.929 -1.082
H -2.327 -1.748 -3.829 -0.061 -0.015 0.005
H -0.245 -3.175 -2.386 0.334 0.155 -0.184
H 1.502 -2.830 -2.386 0.061 0.011 -0.015
H 0.575 -2.725 -3.905 0.033 0.195 0.254
H 2.823 -1.196 -1.417 -0.024 0.143 -0.206
H 3.040 0.552 -1.368 0.007 -0.114 -0.109
H 3.239 -0.314 -2.909 -0.079 0.012 0.040
H 2.029 2.483 -1.548 -0.089 0.075 -0.070
H 0.447 3.246 -1.768 0.206 -0.050 -0.057
H 1.469 2.911 -3.183 -0.087 -0.188 0.139
H -2.887 1.611 -2.241 0.098 -0.040 -0.066
H -2.046 2.388 -3.584 0.074 -0.080 -0.062
H -1.658 2.828 -1.923 -0.028 -0.034 -0.020
O 0.376 1.314 0.363 -1.558 -2.645 -4.159
H 0.737 0.926 1.391 0.843 -1.174 3.840
C 1.581 -0.918 4.904 0.059 0.093 -0.076
Si 0.384 0.148 3.870 -0.238 -0.588 1.016
C -1.227 -0.863 3.800 0.143 0.211 -0.018
C 0.019 1.774 4.733 -0.029 0.205 0.286
O 1.108 0.468 2.487 -0.093 0.796 -2.682
H 1.318 -0.942 5.972 0.014 0.047 -0.247
H 2.602 -0.514 4.814 -0.256 -0.127 0.063
H 1.604 -1.966 4.554 -0.038 0.406 0.033
H -1.513 -1.147 4.825 0.054 0.073 -0.236
H -2.055 -0.292 3.368 0.013 -0.031 0.036
H -1.119 -1.784 3.218 0.036 0.057 0.051
H 0.855 2.467 4.556 -0.187 -0.168 0.092
H -0.891 2.247 4.336 0.177 -0.113 0.051
H -0.110 1.664 5.820 -0.005 0.046 -0.220


23
Properties=species:S:1:pos:R:3:forces:R:3 method="wB97M-V/def2-TZVPD" smiles="C=C(CC)CCN.O" fmax_ev_per_a=5.022 de_lowest_ev=3.337 energy_ha=-367.50865 e_homo_ev=-8.50
C 0.793 -0.718 2.134 2.871 -2.358 -1.427
C 0.072 -0.823 0.778 -1.040 0.847 2.044
C 0.250 0.301 -0.166 -1.954 0.046 -0.358
C -0.807 0.609 -0.928 -0.766 -1.092 -1.353
C 1.577 0.916 -0.243 1.779 0.631 -1.089
C 2.589 -0.173 -0.813 1.685 -0.173 0.317
N 0.518 0.257 3.067 -1.465 4.568 1.486
H 1.893 -0.695 1.882 -0.489 0.329 -0.189
H 0.860 -1.699 2.615 -0.887 -0.021 0.140
H 0.341 -1.729 0.289 0.396 -0.873 -0.278
H -1.002 -0.825 0.939 -0.278 -0.542 0.249
H -1.826 0.151 -1.102 1.156 -0.206 1.726
H -0.703 1.023 -1.889 0.906 1.896 -0.825
H 1.916 1.107 0.810 -0.211 0.373 -1.053
H 1.561 1.885 -0.872 0.148 -1.578 1.093
H 3.146 -0.693 0.067 -0.846 0.925 -1.647
H 2.120 -0.964 -1.397 -0.576 -0.039 0.329
H 3.360 0.162 -1.590 -0.854 0.240 1.481
H 0.428 1.294 2.761 0.203 -2.857 0.751
H 0.214 0.094 4.038 0.214 -0.120 -1.411
H -4.184 -0.956 -3.557 0.224 -1.756 -1.098
H -4.312 -0.153 -2.394 -0.124 0.485 1.412
O -4.285 -0.059 -3.329 -0.093 1.272 -0.301


105
Properties=species:S:1:pos:R:3:forces:R:3 method="wB97M-V/def2-TZVPD" fmax_ev_per_a=18.725 energy_ha=-8030.07243 e_homo_ev=-6.90
C -0.605 -4.726 2.609 0.032 -0.094 0.205
C 0.248 -3.508 2.241 -0.066 -0.765 -0.494
C 0.080 -3.065 0.779 -0.287 0.034 0.525
C -0.183 -1.573 0.634 -1.111 -1.393 0.496
C -1.636 -1.301 1.208 1.447 1.747 -0.099
C -2.264 0.143 1.001 -0.318 -1.070 -0.346
C -3.248 0.321 -0.189 -0.038 -0.329 0.792
C -4.305 -0.805 -0.398 0.598 0.461 -0.883
C -4.141 -1.617 -1.724 -0.363 -0.516 1.381
C -2.711 -1.709 -2.158 -0.587 -0.222 -1.263
C -2.117 -2.990 -2.762 0.153 0.742 0.751
C -0.641 -2.662 -2.696 -0.255 -0.184 -0.821
C -0.214 -1.534 -3.619 0.440 -1.010 -1.041
C 1.056 -0.892 -3.113 -1.006 1.559 -0.122
C 0.532 0.354 -2.404 0.799 0.207 1.301
C 1.475 0.798 -1.287 -0.466 0.846 -1.736
O 1.641 2.240 -1.302 0.555 -0.299 0.663
C 1.013 2.838 -0.318 -1.104 0.620 0.205
O -0.159 2.625 -0.015 1.086 -0.940 0.677
O 1.689 -1.692 -2.144 -1.257 -0.810 1.882
C 3.007 -1.792 -2.252 -1.858 1.145 -3.066
O 3.733 -2.193 -1.435 1.608 -0.772 1.225
O 3.272 -1.307 -3.487 2.471 -0.570 0.985
C 2.141 -0.524 -4.158 -0.015 -1.843 0.708
S 2.810 1.258 -4.115 -1.907 1.240 -1.455
N 2.061 -1.058 -5.365 -0.007 1.819 -0.963
C 2.313 -0.388 -6.483 0.008 -1.185 0.434
C 3.587 -0.621 -7.163 0.024 -0.534 -0.658
C 1.372 0.500 -7.072 -0.329 1.191 1.069
H -1.274 -4.525 3.431 -0.345 0.165 0.229
H 0.012 -5.543 2.945 0.266 -0.335 0.074
H -1.195 -5.106 1.787 -0.179 -0.012 -0.293
H 0.017 -2.720 2.947 0.236 0.379 0.129
H 1.275 -3.812 2.350 0.495 0.333 0.389
H -0.780 -3.590 0.392 -0.275 -0.137 -0.477
H 0.931 -3.353 0.182 0.349 -0.038 -0.187
H -0.073 -1.337 -0.407 0.048 0.668 -0.251
H 0.639 -1.129 1.203 0.411 -0.926 -0.437
H -2.264 -2.091 0.838 -0.378 -0.099 -0.240
H -1.558 -1.459 2.281 -0.184 -0.257 0.335
H -2.809 0.397 1.904 -0.175 0.081 0.245
H -1.484 0.917 0.893 -1.540 0.100 -0.849
H -2.632 0.543 -1.089 -0.247 -1.344 0.598
H -3.820 1.244 0.051 0.219 -0.632 0.262
H -5.285 -0.358 -0.420 -0.333 0.278 0.190
H -4.276 -1.428 0.484 -0.041 -0.445 0.119
H -4.544 -2.604 -1.531 -0.108 -0.380 0.094
H -4.770 -1.223 -2.505 -0.178 0.419 -0.250
H -2.055 -1.451 -1.345 0.083 0.105 0.427
H -2.589 -0.937 -2.903 0.233 0.462 -0.104
H -2.433 -3.259 -3.759 -0.393 0.093 -0.258
H -2.310 -3.811 -2.082 -0.161 -0.434 0.021
H -0.527 -2.351 -1.689 0.697 -0.202 0.702
H 0.001 -3.503 -2.898 0.217 -0.392 0.073
H -0.895 -0.710 -3.721 -0.614 -0.030 -0.086
H -0.131 -1.963 -4.608 0.405 -0.003 -0.415
H 0.393 1.193 -3.066 -0.076 0.075 -0.436
H -0.440 0.159 -1.972 -0.306 -0.138 0.153
H 2.468 0.403 -1.383 0.334 -0.161 0.283
H 1.115 0.521 -0.332 -0.106 -0.397 0.713
H 1.611 3.554 0.238 0.214 0.500 -0.275
H 3.349 1.418 -2.877 -2.749 0.970 -0.831
H 4.366 -0.092 -6.624 0.172 0.268 0.280
H 3.550 -0.293 -8.189 0.077 0.043 -0.355
H 3.825 -1.672 -7.112 0.166 -0.376 -0.044
H 0.863 -0.041 -7.950 0.532 0.124 0.036
H 0.675 0.822 -6.305 -0.545 0.001 -0.036
H 1.920 1.363 -7.429 -0.112 0.213 -0.770
Ca 0.157 0.618 1.831 -8.914 -6.995 -14.112
Br 1.255 -1.116 -9.732 -0.129 -0.205 -0.298
F 3.395 0.270 3.798 -0.777 1.157 -0.478
Al 2.637 1.482 2.845 5.094 0.354 0.703
F 3.058 2.975 3.373 -0.513 0.309 0.220
F 0.899 1.328 3.021 8.437 8.256 14.535
F 2.963 1.380 1.218 -3.065 0.670 -0.311
Mg -3.150 2.241 -1.506 -0.145 2.463 -1.581
C 6.413 1.720 5.525 -0.382 0.002 0.103
O 5.372 1.007 6.175 0.085 0.234 -0.002
H 6.999 2.229 6.282 0.004 -0.009 0.059
H 7.065 1.030 4.980 0.166 0.031 -0.094
H 5.992 2.459 4.831 0.126 -0.035 -0.062
H 4.872 0.558 5.490 -0.016 -0.240 -0.039
C -6.630 4.162 4.127 0.067 0.097 -0.130
C -7.077 4.927 2.873 0.023 -0.133 0.051
C -5.967 4.774 1.822 -0.259 0.267 0.025
S -5.155 3.214 2.177 -0.303 0.193 0.147
O -3.789 3.466 2.579 0.038 -0.281 -0.168
O -5.443 2.260 1.127 0.264 -0.099 0.085
C -6.120 2.812 3.630 -0.159 0.076 0.253
H -7.443 4.042 4.838 -0.012 -0.021 0.022
H -5.824 4.705 4.624 0.019 -0.023 0.033
H -8.004 4.495 2.494 -0.009 -0.022 -0.014
H -7.269 5.975 3.086 0.013 0.036 -0.016
H -6.360 4.745 0.810 0.143 -0.080 -0.075
H -5.221 5.561 1.906 0.114 -0.084 0.003
H -5.494 2.291 4.350 0.097 -0.044 -0.103
H -6.942 2.171 3.313 0.027 -0.025 -0.069
F 4.610 -0.084 1.380 0.398 -0.566 0.127
C 8.921 -0.419 6.450 -1.086 -0.984 -0.226
O 9.534 -0.886 7.421 0.362 0.352 0.004
O 7.819 -1.173 6.031 0.955 0.609 0.305
O 9.164 0.614 5.815 0.109 0.291 -0.070
H 7.875 -1.884 6.683 -0.444 -0.336 -0.058
Cl 3.380 -1.616 4.669 -0.084 -0.894 0.375
K 4.839 0.372 -2.881 5.397 -1.935 1.748